[1]
The following is a quantum chemistry calculation of C31H34CuF3N2O4S2SbSi2 as an isolated structure, from the Open Molecules 2025 dataset.

Summary:
**Total energy**: -5168.0183 hartree
**E_LUMO (spin up / spin down)**: 4.242 / 4.242 eV
**Highest occupied orbital energy (spin up / spin down)**: -0.0749 / -0.0897 hartree
**Energy relative to the best compared isomer or geometry (same formula, charge and spin)**: 0.447 eV

ORCA input file:
```
! wB97M-V def2-TZVPD RIJCOSX def2/J DEFGRID3
* xyz -2 2
Cu 0.29471 0.23031 1.00769
C 3.96691 1.06746 -2.02733
Si 2.69877 -0.04401 -1.17329
C 3.50037 -1.73950 -1.10858
C 1.25078 -0.09650 -2.34595
C 2.34812 0.67258 0.49198
C 1.68518 1.97742 0.36787
C 2.21668 3.23463 0.76280
C 1.45222 4.36277 0.63715
C 0.14297 4.27587 0.14429
C -0.32715 3.03856 -0.20902
N 0.42384 1.92713 -0.13928
Si 3.53477 0.46743 1.88957
C 5.26570 1.08371 1.44868
C 2.97404 1.40495 3.40422
C 3.76106 -1.32889 2.39543
H 4.16202 0.73779 -3.05414
H 4.91732 1.09102 -1.48795
H 3.58500 2.09384 -2.07001
H 4.05782 -1.90351 -2.03701
H 2.74809 -2.52851 -1.02048
H 4.19280 -1.84876 -0.27338
H 1.48555 -0.75564 -3.19007
H 1.04045 0.90563 -2.72993
H 0.33856 -0.44739 -1.85618
H 3.22397 3.28753 1.15253
H 1.86118 5.32610 0.92303
H -0.49006 5.14829 0.05488
H -1.34210 2.88804 -0.56242
H 5.27291 2.13189 1.13326
H 5.68354 0.49139 0.62870
H 5.93346 0.98074 2.31141
H 3.21697 2.46982 3.36718
H 3.44182 0.97549 4.29536
H 1.88867 1.30908 3.52013
H 3.36764 -2.02618 1.65695
H 3.20221 -1.52304 3.31323
H 4.81944 -1.55608 2.56658
O -2.32362 -0.71333 2.88927
S -0.94471 -0.47725 3.26436
O -0.47698 0.88674 2.82820
O -0.65330 -0.71488 4.66693
S 0.35328 -1.71066 2.14819
O -3.52423 0.78107 -0.68329
C -2.47828 0.21753 -0.44768
N -1.45421 -0.34392 -0.24127
F -5.42628 -5.45988 2.35918
C -4.29033 -5.03429 1.73365
C -4.00491 -3.68959 1.70827
C -2.84556 -3.27137 1.05973
C -1.99245 -4.19805 0.46271
C -2.31601 -5.55297 0.52036
C -3.47284 -5.98582 1.15505
Sb -0.17736 -3.49667 -0.42501
C -0.30830 -4.99682 -2.03677
C -0.86104 -4.53591 -3.23691
C -0.98571 -5.34952 -4.35932
C -0.53177 -6.64741 -4.27293
F -0.63675 -7.45594 -5.36681
C 0.02767 -7.15635 -3.12208
C 0.13377 -6.31979 -2.01255
C 1.10874 -4.78688 0.75065
C 0.79433 -5.15052 2.06156
C 1.66016 -5.92374 2.82633
C 2.85467 -6.32065 2.26477
F 3.70890 -7.08019 3.00750
C 3.22077 -5.97596 0.98277
C 2.33480 -5.20409 0.23526
H -4.65234 -2.97561 2.19944
H -2.60222 -2.21781 1.05176
H -1.66600 -6.29122 0.06321
H -3.73663 -7.03413 1.21442
H -1.21338 -3.51054 -3.30764
H -1.41669 -4.98858 -5.28430
H 0.37135 -8.18303 -3.09943
H 0.57447 -6.72455 -1.10732
H -0.13363 -4.81019 2.50667
H 1.42160 -6.20468 3.84375
H 4.17644 -6.29561 0.58789
H 2.61872 -4.93399 -0.77789
*
```

***

[2]
The following is a quantum chemistry calculation of C31H34F3LuNO2S2Sb2 as an isolated structure, from the Open Molecules 2025 dataset.

Summary:
**Total energy**: -4218.7731 hartree
**E_LUMO**: -3.256 eV
**Highest occupied orbital energy**: -0.3955 hartree
**Energy relative to the best compared isomer or geometry (same formula, charge and spin)**: 0.530 eV

ORCA input file:
```
! wB97M-V def2-TZVPD RIJCOSX def2/J DEFGRID3
* xyz 1 1
Lu -0.41306 -0.34885 1.38661
C -0.14593 0.79399 3.87416
C -0.86484 1.79858 3.27974
C -2.23111 1.65032 3.11905
C -2.91447 0.46846 3.40893
C -2.15821 -0.55373 4.02185
C -0.80782 -0.38234 4.27223
H 0.94067 0.80891 3.99023
H -0.29879 2.68948 2.92840
H -2.77886 2.55820 2.86729
H -3.94334 0.35334 3.20247
H -2.70383 -1.43953 4.34392
H -0.35018 -1.19557 4.83443
C -3.36233 2.80326 0.01182
Sb -1.55836 1.91146 -0.67241
C -2.29460 1.63069 -2.69541
C -0.54693 3.78040 -1.04171
C 0.58483 3.67273 -2.02216
C 0.29967 3.63484 -3.43910
C 1.26957 3.44950 -4.38079
C 2.59858 3.20112 -3.98081
C 2.98321 3.26891 -2.64019
C 1.97168 3.54788 -1.64340
C 2.38002 3.59224 -0.20891
Sb 2.07071 1.70616 0.79971
C 2.94924 2.31449 2.73237
C 3.66190 0.58576 -0.06052
H -3.56151 3.59702 -0.77694
H -3.41260 3.32137 0.93777
H -4.12765 2.03999 0.02235
H -3.04964 2.44806 -2.86925
H -2.84476 0.63360 -2.75362
H -1.46360 1.70719 -3.37559
H -0.19830 4.24432 -0.09453
H -1.25142 4.42480 -1.51871
H -0.70971 3.91566 -3.74578
H 0.99048 3.53683 -5.39254
H 3.31879 3.03978 -4.75169
H 4.01487 3.15556 -2.29620
H 1.75670 4.22870 0.37554
H 3.46360 3.76421 -0.05044
H 3.77837 3.06013 2.71841
H 3.28638 1.47193 3.27691
H 2.18096 2.76533 3.30043
H 4.56568 1.04906 0.27609
H 3.61529 0.83857 -1.13822
H 3.65614 -0.48664 0.17221
F 1.47133 -4.77054 -0.42383
C 2.65075 -4.20143 -0.21946
F 3.51232 -5.19538 0.06570
F 3.12771 -3.65269 -1.34750
C 2.63132 -3.23455 0.93905
C 3.53165 -3.33436 1.96973
C 3.38340 -2.52766 3.12151
C 2.28977 -1.71468 3.13956
N 1.47004 -1.52317 2.10374
C 1.63562 -2.23094 0.94685
S 0.67344 -1.81186 -0.43301
H 4.34904 -4.04585 1.91358
H 3.99408 -2.51728 3.98935
H 2.07713 -1.17931 4.00954
O -3.61387 -6.27225 -3.66335
C -3.35226 -4.92229 -3.81878
O -3.39236 -4.43159 -4.90975
C -3.11504 -4.19354 -2.53225
C -3.21287 -4.66176 -1.25043
C -2.98038 -3.85279 -0.16043
C -2.72896 -2.53916 -0.35035
S -2.70512 -1.46845 1.09919
C -2.51504 -2.02298 -1.66321
C -2.69915 -2.86650 -2.70563
H -3.34755 -6.49222 -2.77072
H -3.46677 -5.67401 -1.02993
H -3.24171 -4.19763 0.84002
H -2.25210 -1.02904 -1.78397
H -2.51993 -2.49224 -3.67925
*
```

***

[3]
The following is a quantum chemistry calculation of C31H34LiN6O5P as an isolated structure, from the Open Molecules 2025 dataset.

Summary:
**Total energy**: -2255.1775 hartree
**E_LUMO**: -0.261 eV
**Highest occupied orbital energy**: -0.1502 hartree

ORCA input file:
```
! wB97M-V def2-TZVPD RIJCOSX def2/J DEFGRID3
* xyz 0 1
Li 0.05223 0.84890 -0.04982
O 0.67553 -0.77178 -0.48059
C 0.55409 -1.47385 -1.66315
C 0.22199 -0.90706 -2.86944
C 0.22140 -1.71040 -4.06543
C -0.05177 -1.18789 -5.29452
C -0.36654 0.15528 -5.51697
C -0.41202 0.95462 -4.38098
C -0.15991 0.46512 -3.11963
O -0.31031 1.34845 -1.98372
N -0.01702 -2.10488 -6.44870
O -0.40333 -1.68238 -7.52237
O 0.36817 -3.24958 -6.27887
H 0.79036 -2.54059 -1.63526
H 0.45016 -2.76397 -3.98334
H -0.57177 0.53392 -6.50384
H -0.67537 1.99845 -4.49636
C -2.45194 3.71119 1.61302
C -1.19989 2.89306 1.74435
O -0.77470 2.22349 0.81689
N -0.57397 2.92962 2.94441
C 0.43885 1.94364 3.33229
C -0.18498 0.73451 3.99949
C -0.00068 0.48486 5.35373
C -0.63149 -0.60758 5.92883
C -1.42184 -1.41274 5.13000
C -1.54247 -1.08744 3.78467
N -0.94151 -0.04260 3.22535
H -2.59578 3.97796 0.56890
H -2.42165 4.60971 2.22978
H -3.29756 3.09702 1.93032
H -1.01935 3.44524 3.68504
H 1.14365 2.41844 4.01300
H 0.96925 1.64100 2.43160
H 0.63243 1.13451 5.94610
H -0.49847 -0.82950 6.97978
H -1.93937 -2.27211 5.53426
H -2.15172 -1.69007 3.11905
C -5.33324 0.91089 -1.68950
C -4.27073 -0.02005 -1.62112
C -2.97734 0.39152 -1.76377
C -2.68699 1.76232 -1.97982
C -1.35682 2.23978 -2.11134
C -1.09264 3.56560 -2.27022
C -2.15469 4.49581 -2.33646
C -3.44939 4.07618 -2.23402
C -3.74310 2.70018 -2.04054
C -5.07460 2.23480 -1.89303
H -6.35443 0.56755 -1.58139
H -4.48566 -1.07013 -1.46903
H -2.16646 -0.32802 -1.73040
H -0.06234 3.88700 -2.35503
H -1.93146 5.54522 -2.48405
H -4.26877 4.78260 -2.29664
H -5.88459 2.95345 -1.94621
C 3.57612 -3.28635 2.46546
N 2.61579 -3.49860 1.29611
C 3.43828 -3.50926 -0.00310
N 4.22691 -2.33988 -0.12251
C 5.08906 -2.18659 1.04364
N 4.33905 -2.10757 2.29266
C 3.46457 -0.90129 2.29047
P 2.14393 -0.71963 0.86134
C 1.53599 -2.45111 1.24528
C 3.42629 -1.13598 -0.41918
H 4.21541 -4.17061 2.49845
H 2.96213 -3.23041 3.36363
H 2.17480 -4.41135 1.39900
H 2.72805 -3.59564 -0.82431
H 4.06753 -4.39973 0.05452
H 5.67205 -1.27513 0.92754
H 5.77172 -3.03941 1.09413
H 4.11786 -0.02255 2.27415
H 2.93075 -0.87334 3.24998
H 0.82696 -2.75264 0.47834
H 1.02951 -2.44692 2.21488
H 4.11027 -0.29001 -0.51340
H 2.92759 -1.26525 -1.38245
*
```

***

Which of these has the highest total energy?
C31H34LiN6O5P

***

Which value of total energy does entry 2 give?
-4218.7731 hartree

***

What is the total energy in the second record?
-4218.7731 hartree

***

total energy of number 1 (C31H34CuF3N2O4S2SbSi2)?
-5168.0183 hartree